31
Properties=species:S:1:pos:R:3:forces:R:3:lowdin_charge:R:1 method="wB97M-V/def2-TZVPD" e_lumo_ev=-0.31 energy_ha=-1334.56992 homo_energy_ev=-8.52 smiles="CC[C@H]1C(=S)SC[C@@H]1Cc1cncn1C"
C -0.39537 1.78871 -2.01968 0.2 0.5 -0.4 -0.118
C -0.82122 0.43500 -2.53360 -0.6 -0.4 -2.8 -0.234
C -1.12676 -0.51869 -1.31458 1.2 2.2 -0.3 -0.417
C -2.07074 -1.61235 -1.61950 -1.5 -0.6 1.3 -1.071
S -3.66621 -1.26903 -1.83157 0.8 -0.7 -0.4 0.662
S -1.42158 -3.19543 -1.18370 1.0 0.4 -1.0 0.911
C 0.34682 -2.58898 -1.24591 -1.0 2.8 0.8 -0.351
C 0.16524 -1.07597 -0.68456 0.9 -2.0 0.2 -0.326
C 0.18053 -1.19568 0.85642 -2.0 0.3 1.2 -0.110
C 0.15295 0.10293 1.66639 -1.8 1.1 -0.4 -0.223
C -1.01426 0.79465 1.93997 -0.8 -0.4 0.5 -0.099
N -0.81848 1.91739 2.79198 -3.7 -2.0 -2.7 0.069
C 0.41889 1.96963 2.87384 4.0 0.6 1.1 -0.235
N 1.09345 0.92969 2.20718 2.6 0.4 1.3 -0.080
C 2.56172 0.67302 2.32379 -0.2 0.7 -0.5 -0.016
H -0.46005 2.59667 -2.76945 0.1 -0.5 0.1 0.082
H 0.62906 1.71444 -1.68677 0.3 0.4 0.4 0.063
H -1.04701 2.09357 -1.20424 0.1 0.0 0.2 0.076
H -1.69529 0.62213 -3.25172 0.4 -0.6 1.6 0.115
H -0.09466 0.03604 -3.36763 -0.7 0.3 2.0 0.142
H -1.65790 0.17930 -0.58601 0.7 -1.0 -0.8 0.123
H 1.10749 -3.04625 -0.60368 -0.6 -0.6 -0.3 0.079
H 0.74349 -2.35939 -2.22894 -0.2 -1.1 -0.5 0.072
H 1.11057 -0.61800 -1.02126 -0.6 0.5 0.1 0.137
H 0.88897 -1.95515 1.19009 0.5 0.5 0.0 0.107
H -0.80806 -1.65715 1.22651 1.2 0.5 -0.9 0.139
H -1.98614 0.51250 1.54197 0.1 0.1 0.5 0.102
H 0.81807 2.79199 3.51095 0.8 -1.1 -0.8 0.138
H 2.86847 0.17040 3.25596 -0.5 0.0 -0.4 0.084
H 3.06249 1.66271 2.32873 -0.2 -0.6 -0.1 0.087
H 2.93552 0.10129 1.43900 -0.5 0.4 0.7 0.091

---

28
Properties=species:S:1:pos:R:3:forces:R:3:lowdin_charge:R:1 method="wB97M-V/def2-TZVPD" e_lumo_ev=-10.06 total_charge=+2 energy_ha=-573.59329 homo_energy_ev=-17.62 de_lowest_kj_mol=344.4
C -1.61118 0.76680 0.42573 -3.3 -0.9 -1.0 0.074
C -0.55007 1.43139 0.69559 0.7 0.4 -0.3 -0.105
C 0.35148 -1.02680 0.80786 0.4 -1.4 1.4 -0.208
C 1.29767 -0.63717 -0.03506 -0.6 1.8 -2.1 -0.068
C -3.78283 -0.31189 0.66453 0.7 0.7 3.6 0.038
C -3.16233 0.68788 -1.44432 2.6 3.1 -0.8 0.038
C 3.58523 -0.57190 0.67393 1.0 -2.8 0.8 0.005
C 2.87990 0.82111 -1.04541 1.8 0.1 -2.2 -0.029
N -2.71461 0.37560 -0.11393 0.1 1.3 2.1 -0.082
N 2.40855 0.25208 0.21345 0.6 -0.2 0.6 -0.214
O 0.36651 2.05762 1.02121 -0.1 0.3 0.2 0.236
O -0.61030 -1.64980 0.14158 -2.7 -4.2 1.0 -0.027
H 0.21118 -1.11937 1.92254 1.0 0.8 -1.1 0.187
H 1.07017 -0.69522 -1.17064 0.5 -0.5 2.2 0.194
H -3.31597 -0.59763 1.63217 -0.2 0.1 -0.6 0.117
H -4.05169 -1.19178 0.19267 -0.5 -1.7 -1.4 0.083
H -4.74137 0.21001 1.00549 1.5 0.3 -1.3 0.161
H -3.15720 -0.16194 -2.01560 -0.1 -2.4 -1.4 0.093
H -2.43641 1.42281 -1.90876 -0.9 -0.8 0.5 0.147
H -4.13088 1.11601 -1.45657 -1.0 0.4 0.4 0.116
H 3.50667 -0.86456 1.75390 -0.2 0.5 -1.0 0.124
H 3.57452 -1.60208 0.06062 0.0 2.5 1.2 0.169
H 4.56901 -0.07356 0.51948 -1.0 -0.1 0.0 0.120
H 2.09317 1.37468 -1.61830 0.6 -0.7 0.6 0.128
H 3.67386 1.52978 -0.70033 -0.5 -0.5 -1.0 0.130
H 3.35759 -0.08170 -1.65446 -1.1 2.3 1.0 0.168
H 2.18279 1.09475 0.80005 0.1 -1.2 0.1 0.181
H -0.86346 -2.55512 0.63262 0.6 2.9 -1.6 0.225